# 1
ORCA calculation (ωB97M-V with the def2-TZVPD basis set) on a molecular structure, C26H66F2HgN5O14S2 at a distorted geometry.

The geometry in XYZ format:
```
116
Properties=species:S:1:pos:R:3
C 1.8977 -4.4869 -5.1675
H -1.3710 -4.5320 -2.0292
H -5.1261 -1.4401 3.2115
H 2.2437 7.0626 7.5472
N 2.3856 2.7407 5.0475
H 4.2629 -3.2753 -2.6921
C -7.6751 0.9179 1.4013
H -7.2336 1.3940 0.5258
C -2.4159 -2.8231 -3.7235
H -2.1706 2.9970 -1.5816
H 3.6434 -1.6827 -3.1499
H -3.4757 -2.2615 -5.4169
S 0.6990 1.0087 -1.6381
H -4.3878 -2.0385 -3.9699
C 0.4495 0.0457 6.3649
H -0.7038 -0.4961 2.5564
H -1.9990 3.5641 -3.2306
H 0.5314 -0.0679 7.4459
N 3.6651 -3.0173 -4.6695
H 6.4677 -3.4797 -1.5162
H 3.0309 4.2970 -2.4468
H 1.8131 6.0317 8.7724
Hg -2.5613 -0.2353 -1.9516
C -3.3795 -1.9547 -4.3754
H -3.0231 2.1918 -4.9191
O 3.3607 4.1854 -3.3415
H -8.0990 0.8442 3.9566
O -6.7372 0.9385 2.4315
H 2.1122 -4.1992 -6.1967
H -4.4098 0.2020 5.3828
H 1.1108 4.2833 4.4403
H -7.3867 -0.7867 3.5899
O 4.6008 2.3428 -1.4729
H 5.5306 -2.2920 -0.6708
H -1.2548 -3.5306 -0.6466
O 6.4961 -1.6897 -2.5480
H 3.6669 5.0176 5.9629
H 4.3979 3.2723 -1.3449
C 2.5081 6.0784 7.9340
H 3.1785 0.1568 4.3658
H 3.6181 -2.3546 -5.4303
C -1.3340 -3.4838 -1.7327
H -1.1973 1.2513 2.4558
O -3.1559 1.8140 -3.0431
H 3.4631 6.0680 8.4593
H -8.7113 1.1353 1.6605
C 2.1729 4.1225 4.6253
H 2.4443 6.1459 5.3081
H -1.5389 -2.6224 -4.3389
C -3.0481 -1.1839 3.7001
H 2.0717 -3.6509 -3.2418
H -2.7698 -3.8516 -3.7950
O -2.6207 -0.0736 2.8727
C 3.7358 2.8456 -3.7272
H -5.0289 -0.0542 -4.2239
C 2.6237 5.1330 5.6687
O -2.2574 -2.4967 -2.3281
N -2.8987 -0.5832 -4.3172
H -0.3670 -3.1616 -2.1189
H -6.6084 -0.4595 5.5430
H -2.2341 -0.4949 -5.0725
O 2.3919 -5.7041 -4.6495
H 4.0521 -5.5366 -5.8513
C 2.1094 0.2805 4.5387
H -4.2959 0.1891 -5.7798
C 5.7582 -2.2161 -3.6720
H 4.0566 2.9309 -4.7655
C -3.7700 1.7390 -4.2671
H 1.6178 -0.3363 3.7865
H 0.8276 -4.6051 -4.9967
H -2.7927 -2.1767 3.3297
O 1.8300 -0.1563 5.9167
O 1.2470 -1.9673 -0.8850
C 3.3780 -6.3040 -5.4709
F -0.5994 -1.6046 0.3989
C -2.6807 3.0640 -2.5425
C 4.7413 2.2019 -2.8868
C -4.5278 -1.1448 4.0734
H 7.2076 -2.0314 -0.6812
O 1.9949 0.5259 -2.2463
C -6.3121 0.3289 4.8510
H 2.2394 2.6881 6.0455
H -6.3960 1.3079 5.3230
H 4.9395 1.1900 -3.2399
H 6.2149 -3.1706 -3.9336
C 4.2897 -2.5033 -3.4612
H -3.5221 3.7236 -2.3303
C -4.0991 0.2428 -4.7091
F -0.0249 1.5755 -2.9493
O 1.2602 -0.3325 0.9838
C 1.7838 1.7258 4.2247
H 5.6450 2.7496 -3.1539
O 1.9655 5.0299 7.0012
H 2.8617 -6.8539 -6.2577
H -0.2788 -0.6460 5.9416
H 1.6220 -2.5668 -4.5556
H 4.0848 -6.8721 -4.8661
H 2.6802 4.2955 3.6761
H 5.9964 -1.6021 -4.5405
H -0.9219 0.4686 3.9969
H -4.7011 2.3050 -4.2399
H -2.4186 -1.1982 4.5898
H 2.0003 2.0011 3.1925
N -4.9256 0.1758 4.5149
H 2.8135 2.2707 -3.8101
C 6.4039 -2.4109 -1.3121
H 0.7359 1.9145 4.4578
C 2.2964 -3.3748 -4.2721
N -0.4382 0.0109 -1.3225
H -4.6160 -1.9332 4.8210
H 0.2156 1.1016 6.2288
C -7.2161 0.2887 3.6403
O 0.7682 2.1875 -0.8319
H -7.8636 -0.1116 1.0967
S 0.6714 -0.7883 -0.2992
C -1.3021 0.3061 2.9884
```

Values from the calculation:
Multiplicity: 1
E_tot (eV): -95406.0382
Charge: +1
HOMO-LUMO gap (Eh): 0.109

=====

# 2
ORCA calculation (ωB97M-V with the def2-TZVPD basis set) on 2 unconnected molecules or ions with the total composition C2H2Cl2P2 at a distorted geometry.

The geometry in XYZ format:
```
8
Properties=species:S:1:pos:R:3
P -1.3942 -1.9638 -0.0426
H -2.6543 -1.9883 0.3782
Cl -1.8636 1.0810 -0.2587
H 2.3058 2.3497 0.4353
Cl 2.3365 -1.1722 -0.1893
C -1.1904 -0.3702 -0.0895
C 1.3509 0.2130 -0.2502
P 1.1094 1.8508 0.0167
```

Values from the calculation:
Multiplicity: 3
E_tot (eV): -45721.2142
HOMO-LUMO gap (spin up / spin down) (Eh): 0.267 / 0.274
<S²>: 2.0412

=====

# 3
ORCA calculation (ωB97M-V with the def2-TZVPD basis set) on a single C5H5NO molecule at a distorted geometry.

The geometry in XYZ format:
```
12
Properties=species:S:1:pos:R:3
C 0.2572 -0.6278 -1.5773
H 1.4398 1.7132 0.5941
C -0.4361 0.4132 0.5775
H -0.0972 1.4778 -1.3678
O -2.1900 -1.3975 0.5191
C -1.1011 -1.0053 0.8611
C 0.1522 0.5910 -0.8002
H -0.2812 -1.4309 1.4272
H 1.8417 -0.0519 0.5188
H -0.9861 1.2508 0.9958
C 1.0632 0.7017 0.3946
N 0.3376 -1.6344 -2.1429
```

Values from the calculation:
Multiplicity: 1
E_tot (eV): -8801.2934
HOMO-LUMO gap (Eh): 0.394